[1]
# C2H2N6

C2H2N6 in the gas phase at a distorted geometry (the ωB97M-V functional and the def2-TZVPD basis, the Open Molecules 2025 dataset).

```
10
Properties=species:S:1:pos:R:3:nbo_charge:R:1
C 1.15 0.17 -0.03 0.428
C -1.73 0.20 0.36 0.217
H 2.92 -0.40 0.85 0.403
H -2.77 0.40 0.83 0.209
N 2.16 0.28 0.65 -0.610
N 0.26 1.41 -0.38 -0.104
N -1.03 1.40 -0.30 -0.146
N -1.29 -0.89 0.51 -0.299
N -0.37 -1.47 -0.29 0.054
N 0.74 -1.04 -0.71 -0.151
```

Computed properties:
Energy relative to the best compared isomer or geometry (same formula, charge and spin), kcal per mole: 77.63
Highest occupied orbital energy, eV: -9.5
SMILES: [H]/N=c1/nncnnn1
LUMO, eV: -1.169
Kohn-Sham gap, eV: 8.33
Max |F|, hartree/bohr: 0.142

[2]
# C2H2N6

C2H2N6 in the gas phase at a distorted geometry (the ωB97M-V functional and the def2-TZVPD basis, the Open Molecules 2025 dataset).

```
10
Properties=species:S:1:pos:R:3:nbo_charge:R:1
C -1.34 -1.00 0.09 0.099
C 0.01 0.74 0.02 0.424
H -1.80 -2.02 -0.18 0.246
H 1.79 1.96 0.16 0.450
N -2.05 0.11 -0.05 -0.228
N -1.17 1.23 -0.03 -0.336
N 1.34 0.99 -0.01 -0.424
N 2.06 -0.22 -0.03 0.014
N 1.20 -1.16 -0.05 -0.013
N -0.03 -0.62 0.09 -0.231
```

Computed properties:
Energy relative to the best compared isomer or geometry (same formula, charge and spin), kcal per mole: 7.55
Highest occupied orbital energy, eV: -9.8
SMILES: c1nnc2[nH]nnn12
LUMO, eV: 0.393
Kohn-Sham gap, eV: 10.16
Max |F|, hartree/bohr: 0.064

[3]
# C2H2N6

C2H2N6 in the gas phase at a distorted geometry (the ωB97M-V functional and the def2-TZVPD basis, the Open Molecules 2025 dataset).

```
10
Properties=species:S:1:pos:R:3:nbo_charge:R:1
C -0.81 -0.02 -0.54 0.441
C 0.94 1.22 0.33 0.247
H -2.39 -0.89 -0.78 0.351
H 1.57 2.13 0.42 0.209
N -2.09 0.02 -0.31 -0.565
N 0.01 1.16 -0.49 -0.402
N 1.20 0.20 1.36 -0.175
N 0.93 -1.01 1.19 0.018
N 0.77 -1.59 -0.22 0.027
N -0.12 -1.22 -0.96 -0.150
```

Computed properties:
Energy relative to the best compared isomer or geometry (same formula, charge and spin), kcal per mole: 49.67
Highest occupied orbital energy, eV: -9.6
SMILES: [H]/N=c1/ncnnnn1
LUMO, eV: -1.284
Kohn-Sham gap, eV: 8.27
Max |F|, hartree/bohr: 0.071

[4]
# C2H2N6O

C2H2N6O in the gas phase at a distorted geometry (the ωB97M-V functional and the def2-TZVPD basis, the Open Molecules 2025 dataset).

```
11
Properties=species:S:1:pos:R:3:nbo_charge:R:1
C -0.96 0.11 -2.07 0.033
C -0.46 0.14 -0.78 0.134
N -1.03 1.28 -0.19 -0.224
N -1.71 1.90 -1.06 0.107
N 2.14 -0.78 2.87 -0.388
N 0.35 -0.71 -0.16 -0.336
N 1.31 -0.80 2.02 0.242
N 0.72 -0.25 1.23 0.119
O -1.73 1.20 -2.25 -0.272
H -0.80 -0.44 -3.00 0.227
H 2.16 -1.65 3.38 0.360
```

Computed properties:
Energy relative to the best compared isomer or geometry (same formula, charge and spin), kcal per mole: 115.33
Highest occupied orbital energy (spin up / spin down), eV: -8.2 / -8.2
SMILES: [H]/N=N/N=N/c1conn1
LUMO (spin up / spin down), eV: -1.532 / -1.546
Kohn-Sham gap (spin up / spin down), eV: 6.65 / 6.62
Max |F|, hartree/bohr: 0.165

[5]
# C2H2NO2P

C2H2NO2P in the gas phase at a distorted geometry (the ωB97M-V functional and the def2-TZVPD basis, the Open Molecules 2025 dataset).

```
8
Properties=species:S:1:pos:R:3:nbo_charge:R:1
C -1.47 -0.50 0.30 0.049
C -0.31 0.18 -0.25 0.145
N -0.33 -1.12 0.15 -0.291
O 0.39 1.27 0.40 -0.802
O 2.09 -0.47 -0.38 -0.978
P 2.11 0.92 0.19 1.493
H -2.36 -0.54 0.87 0.226
H -0.12 0.26 -1.28 0.158
```

Computed properties:
Energy relative to the best compared isomer or geometry (same formula, charge and spin), kcal per mole: 55.03
Highest occupied orbital energy, eV: -10.0
SMILES: O=PO[C@@H]1C=N1
LUMO, eV: -0.621
Kohn-Sham gap, eV: 9.43
Max |F|, hartree/bohr: 0.089

[6]
# C2H2NO3P

2 unconnected molecules or ions with the total composition C2H2NO3P at a distorted geometry (the ωB97M-V functional and the def2-TZVPD basis, the Open Molecules 2025 dataset).

```
9
Properties=species:S:1:pos:R:3:nbo_charge:R:1
C -3.10 -8.99 1.69 0.889
C -0.77 -9.36 2.40 0.806
N -1.91 -9.50 2.52 -0.566
O -3.06 -9.39 0.54 -0.708
O -3.78 -8.23 2.35 -0.695
O 0.60 -9.15 2.52 -0.725
P -0.36 -0.37 -0.03 -0.868
H 0.94 0.02 -0.52 -0.072
H 0.04 -0.83 1.22 -0.060
```

Computed properties:
Energy relative to the best compared isomer or geometry (same formula, charge and spin), kcal per mole: 36.24
Highest occupied orbital energy, eV: 0.7
Total charge: -2
LUMO, eV: 5.581
Kohn-Sham gap, eV: 4.86
Max |F|, hartree/bohr: 0.219

[7]
# C2H2NO3S

2 unconnected molecules or ions with the total composition C2H2NO3S at a distorted geometry (the ωB97M-V functional and the def2-TZVPD basis, the Open Molecules 2025 dataset).

```
9
Properties=species:S:1:pos:R:3:nbo_charge:R:1
C -0.34 -1.33 2.17 0.322
C 0.76 0.26 -1.18 -0.437
N -0.35 0.90 -0.96 0.403
O -0.46 1.62 0.11 -0.643
O -0.50 -2.49 2.22 -0.554
O -1.33 0.83 -1.74 -0.601
S -0.19 0.19 1.95 0.162
H 1.57 0.36 -0.49 0.174
H 0.84 -0.34 -2.07 0.174
```

Computed properties:
Energy relative to the best compared isomer or geometry (same formula, charge and spin), kcal per mole: 75.46
Highest occupied orbital energy, eV: -3.5
Total charge: -1
LUMO, eV: 3.568
Kohn-Sham gap, eV: 7.05
Max |F|, hartree/bohr: 0.024

[8]
# C2H2NO3S

A gas-phase ion, C2H2NO3S (charge -1) at a distorted geometry (the ωB97M-V functional and the def2-TZVPD basis, the Open Molecules 2025 dataset).

```
9
Properties=species:S:1:pos:R:3:nbo_charge:R:1
C 0.15 -0.14 0.32 -0.185
C 1.18 -0.94 -0.54 0.708
N -0.40 1.24 -0.41 -0.811
O 1.37 -0.62 -1.69 -0.706
O 1.70 -1.89 0.11 -0.752
O -1.74 0.62 1.97 -0.978
S -0.59 -0.34 1.81 1.003
H -0.33 0.95 -1.37 0.369
H -1.33 1.13 -0.18 0.353
```

Computed properties:
Energy relative to the best compared isomer or geometry (same formula, charge and spin), kcal per mole: 28.38
Highest occupied orbital energy, eV: -5.0
Total charge: -1
LUMO, eV: 3.555
Kohn-Sham gap, eV: 8.57
Max |F|, hartree/bohr: 0.107